No. 1
{"formula": "C5H6N2", "method": "ωB97M-V/def2-TZVPD", "e_tot_ev": -8257.873, "largest_force_ha_per_bohr": 0.077, "homo_lumo_gap_ev": 7.88, "lumo_ev": 0.6, "de_lowest_ev": 4.485, "species": ["C", "C", "C", "C", "C", "N", "N", "H", "H", "H", "H", "H", "H"], "xyz": [[2.063, 1.835, -1.219], [1.315, 1.602, -0.075], [1.563, 1.159, -2.286], [-0.595, 0.319, 0.618], [-0.926, -0.930, 1.383], [0.933, 0.293, -2.842], [0.557, 0.643, 0.197], [2.721, 2.661, -1.359], [-1.446, 0.907, 0.068], [-1.924, -1.098, 1.778], [-0.385, -0.788, 2.336], [-0.583, -1.783, 0.835], [0.117, 0.190, -3.388]]}



No. 2
{"formula": "C5H6N2", "method": "ωB97M-V/def2-TZVPD", "e_tot_ev": -8258.421, "largest_force_ha_per_bohr": 0.032, "homo_lumo_gap_ev": 9.74, "lumo_ev": 0.8, "de_lowest_ev": 3.938, "species": ["C", "C", "C", "N", "C", "C", "N", "H", "H", "H", "H", "H", "H"], "xyz": [[0.939, -1.368, -0.990], [0.443, -1.720, 0.439], [0.018, -0.304, 0.351], [-0.520, 0.586, 1.273], [-0.816, 1.602, 0.650], [-1.270, 2.618, -0.010], [0.449, 0.018, -0.818], [0.435, -1.890, -1.804], [2.021, -1.398, -1.135], [-0.366, -2.446, 0.526], [1.217, -1.906, 1.187], [-1.907, 2.873, 0.864], [-0.642, 3.334, -0.531]]}



No. 3
{"formula": "C5H6N2", "method": "ωB97M-V/def2-TZVPD", "smiles": "C1=NN=C[C@H]2C[C@@H]12", "e_tot_ev": -8259.433, "largest_force_ha_per_bohr": 0.056, "homo_lumo_gap_ev": 10.14, "lumo_ev": 0.6, "de_lowest_ev": 2.926, "species": ["C", "C", "C", "C", "C", "H", "H", "H", "H", "H", "H", "N", "N"], "xyz": [[-1.511, -0.055, 0.774], [-0.903, -0.783, -0.446], [0.468, -1.363, -0.192], [0.398, 1.325, -0.186], [-0.968, 0.736, -0.409], [-2.635, -0.035, 0.946], [-0.924, 0.071, 1.707], [-1.568, -1.298, -1.188], [0.649, -2.442, -0.269], [0.529, 2.474, -0.289], [-1.582, 1.481, -0.986], [1.485, -0.685, 0.237], [1.461, 0.769, 0.168]]}



No. 4
{"formula": "C5H6N2", "method": "ωB97M-V/def2-TZVPD", "smiles": "C=Cc1cn[nH]c1", "e_tot_ev": -8258.994, "largest_force_ha_per_bohr": 0.179, "homo_lumo_gap_ev": 9.43, "lumo_ev": 0.8, "de_lowest_ev": 3.364, "species": ["C", "C", "C", "C", "C", "H", "H", "H", "H", "H", "H", "N", "N"], "xyz": [[-2.694, -0.282, 0.211], [-1.572, 0.444, -0.131], [-0.285, 0.149, -0.121], [0.405, -1.025, -0.139], [0.648, 1.107, -0.098], [-2.412, -1.359, 0.393], [-3.789, -0.014, 0.013], [-1.631, 1.597, -0.253], [0.047, -2.089, -0.181], [2.748, 0.858, 0.217], [0.342, 2.267, 0.115], [1.740, -0.959, -0.012], [1.929, 0.442, 0.207]]}



No. 5
{"formula": "C5H6N2", "method": "ωB97M-V/def2-TZVPD", "smiles": "C=Cn1ccnc1", "e_tot_ev": -8261.318, "largest_force_ha_per_bohr": 0.039, "homo_lumo_gap_ev": 9.89, "lumo_ev": 1.0, "de_lowest_ev": 1.040, "species": ["C", "C", "C", "C", "C", "H", "H", "H", "H", "H", "H", "N", "N"], "xyz": [[-1.739, -1.352, 0.422], [-0.798, -0.577, 1.006], [0.349, 0.123, -1.102], [1.378, 0.988, -1.349], [1.097, 1.000, 0.790], [-1.820, -1.408, -0.661], [-2.408, -2.072, 1.010], [-0.507, -0.596, 2.074], [-0.381, -0.375, -1.774], [1.751, 1.282, -2.331], [1.088, 1.319, 1.810], [0.139, 0.176, 0.241], [1.851, 1.490, -0.136]]}



No. 6
{"formula": "C5H6N2", "method": "ωB97M-V/def2-TZVPD", "e_tot_ev": -8257.631, "largest_force_ha_per_bohr": 0.155, "homo_lumo_gap_ev": 8.42, "lumo_ev": 1.0, "de_lowest_ev": 4.727, "species": ["C", "C", "C", "C", "C", "H", "H", "H", "H", "H", "H", "N", "N"], "xyz": [[1.704, 0.597, 0.073], [0.199, -0.727, -0.288], [-1.090, -1.116, 0.018], [-1.015, 1.084, -0.117], [0.254, 0.711, -0.213], [2.011, 1.018, 1.203], [2.309, 0.920, -0.782], [2.025, -1.588, 0.434], [-1.470, -2.052, 0.172], [-3.021, -0.025, -0.118], [-1.662, 2.049, -0.124], [1.668, -0.768, -0.232], [-1.911, -0.103, -0.026]]}



No. 7
{"formula": "C5H6N2", "method": "ωB97M-V/def2-TZVPD", "e_tot_ev": -8259.405, "largest_force_ha_per_bohr": 0.007, "homo_lumo_gap_ev": 9.52, "lumo_ev": 0.9, "de_lowest_ev": 2.953, "species": ["C", "C", "C", "N", "C", "C", "N", "H", "H", "H", "H", "H", "H"], "xyz": [[0.002, 0.547, 1.511], [-0.759, -0.752, 1.305], [-0.979, -0.373, 0.038], [-1.152, -0.862, -1.273], [-0.134, -0.350, -1.860], [0.763, 0.437, -0.908], [-0.249, 0.859, 0.064], [1.068, 0.491, 1.753], [-0.477, 1.292, 2.152], [1.403, -0.337, -0.432], [-0.952, -1.635, 1.895], [0.082, -0.538, -2.908], [1.385, 1.223, -1.337]]}



No. 8
{"formula": "C5H6N2", "method": "ωB97M-V/def2-TZVPD", "smiles": "C#C[C@H](C#N)CN", "e_tot_ev": -8259.353, "largest_force_ha_per_bohr": 0.062, "homo_lumo_gap_ev": 9.94, "lumo_ev": 0.8, "de_lowest_ev": 3.006, "species": ["C", "C", "C", "C", "C", "N", "N", "H", "H", "H", "H", "H", "H"], "xyz": [[2.375, 1.497, -0.932], [1.876, 0.661, -0.235], [1.562, -1.663, 0.227], [-0.616, -0.205, 0.264], [1.229, -0.323, 0.576], [1.783, -2.751, -0.051], [-0.868, -0.363, -1.103], [2.850, 2.220, -1.526], [-0.993, -0.990, 0.920], [-0.841, 0.791, 0.637], [1.326, -0.134, 1.645], [-1.126, -1.292, -1.394], [-1.411, 0.354, -1.545]]}



No. 9
{"formula": "C5H6N2O", "method": "ωB97M-V/def2-TZVPD", "smiles": "C#C/C(C=O)=N\\NC", "e_tot_ev": -10301.655, "largest_force_ha_per_bohr": 0.173, "homo_lumo_gap_ev": 8.03, "lumo_ev": -0.4, "de_lowest_ev": 7.949, "species": ["C", "C", "C", "C", "C", "H", "H", "H", "H", "H", "H", "N", "N", "O"], "xyz": [[-0.451, 1.050, 1.341], [0.726, -0.526, -0.915], [1.120, -1.688, -1.843], [-0.790, -0.104, -1.001], [-2.012, 0.055, -0.402], [-0.216, 1.456, 2.364], [-0.997, 0.105, 1.512], [-1.065, 2.145, 0.899], [1.618, 1.122, 1.624], [2.315, -1.829, -2.172], [-3.105, -0.145, -0.077], [1.008, 0.815, 0.928], [1.592, 0.112, -0.053], [0.256, -2.566, -2.206]]}